1.
{
  "formula": "C4H15O4",
  "method": "wB97M-V/def2-TZVPD",
  "homo_lumo_gap_ev": 8.6,
  "charge": -1,
  "homo_ev": -4.752,
  "total_energy_ha": -462.35997,
  "lumo_ev": 3.8,
  "de_lowest_kj_mol": 131.47,
  "species": ["C", "O", "C", "C", "C", "H", "H", "H", "H", "H", "H", "H", "H", "H", "H", "H", "O", "H", "H", "O", "H", "H", "O"],
  "coordinates": [[-1.616, -0.010, 0.999], [-2.684, -0.168, 0.113], [-0.665, 1.125, 0.539], [0.801, 0.982, 0.909], [1.109, 0.346, 2.279], [-2.006, 0.122, 2.000], [-0.858, -0.840, 1.093], [-1.038, 2.144, 0.653], [-0.887, 1.022, -0.561], [1.309, 1.991, 0.821], [1.288, 0.491, 0.038], [0.232, 0.409, 2.929], [1.916, 0.877, 2.764], [1.305, -0.726, 2.236], [-1.335, -0.167, -3.552], [-2.377, -0.254, -0.806], [-1.220, 0.443, -2.816], [1.115, -1.543, -0.835], [2.244, -2.331, -0.996], [1.684, -2.132, -0.230], [1.343, -0.552, -2.579], [-0.274, -0.043, -2.536], [0.612, -1.184, -2.463]],
  "atomic_forces_ev_per_a": [[2.29, 0.33, 0.23], [-0.52, -0.50, 0.10], [-1.61, 0.09, -1.67], [1.16, 0.92, -1.29], [-0.71, -0.05, -0.33], [-0.41, 0.14, 0.17], [-1.24, -0.17, -0.43], [-0.23, 0.01, 0.87], [1.22, 0.15, 0.63], [-0.74, -0.77, 0.49], [-0.11, -0.42, 0.95], [0.00, 0.32, 0.07], [0.33, -0.11, 0.19], [0.36, 0.08, -0.29], [-0.40, 0.12, -0.09], [0.33, 0.14, 0.13], [0.90, -0.16, 0.23], [-0.32, -0.62, 0.47], [0.28, -0.55, 0.48], [-0.02, 0.78, -0.96], [0.07, -0.50, -0.18], [-1.45, -0.30, -0.11], [0.82, 1.07, 0.35]],
  "lowdin_charge": [-0.295, -0.074, -0.208, -0.262, -0.112, 0.099, 0.120, 0.099, 0.092, 0.107, 0.089, 0.061, 0.052, 0.060, -0.012, 0.070, -0.236, -0.017, 0.005, -0.166, -0.050, -0.021, -0.400]
}

---

2.
{
  "formula": "C45H35AuClN3O6S2",
  "method": "wB97M-V/def2-TZVPD",
  "homo_lumo_gap_ev": [6.3, 3.6],
  "charge": 2,
  "homo_ev": [-13.216, -13.243],
  "spin_multiplicity": 3,
  "total_energy_ha": -3742.87602,
  "lumo_ev": [-6.9, -9.7],
  "de_lowest_kj_mol": 0.00,
  "s_squared": 2.03,
  "species": ["Au", "C", "C", "C", "C", "C", "C", "C", "S", "O", "C", "C", "C", "C", "C", "C", "C", "C", "C", "C", "C", "C", "C", "C", "C", "C", "C", "C", "C", "C", "S", "O", "C", "C", "C", "C", "C", "C", "C", "H", "H", "H", "H", "H", "H", "H", "H", "H", "H", "H", "H", "H", "H", "H", "H", "H", "H", "H", "H", "H", "H", "H", "H", "H", "H", "O", "Cl", "O", "O", "O", "C", "C", "N", "C", "C", "C", "C", "C", "C", "C", "C", "N", "C", "N", "H", "H", "H", "H", "H", "H", "H", "H", "H"],
  "coordinates": [[-2.254, -0.677, -0.882], [4.509, -5.292, -0.827], [3.602, -4.127, -0.561], [2.851, -3.551, -1.588], [2.027, -2.464, -1.351], [1.949, -1.960, -0.059], [2.646, -2.539, 0.996], [3.481, -3.609, 0.732], [0.888, -0.600, 0.299], [-0.040, -0.457, -0.899], [1.962, 0.824, 0.006], [3.218, 0.717, -0.553], [3.953, 1.875, -0.837], [3.429, 3.139, -0.550], [4.162, 4.312, -0.818], [3.639, 5.570, -0.509], [2.390, 5.674, 0.075], [1.640, 4.524, 0.351], [2.138, 3.247, 0.037], [1.392, 2.079, 0.311], [0.055, 2.157, 0.965], [-0.002, 2.069, 2.390], [1.160, 1.970, 3.194], [1.054, 1.868, 4.554], [-0.212, 1.865, 5.176], [-1.347, 1.965, 4.424], [-1.273, 2.068, 3.015], [-2.445, 2.175, 2.221], [-2.370, 2.279, 0.866], [-1.105, 2.271, 0.238], [-1.030, 2.231, -1.560], [-2.141, 1.267, -1.945], [-1.682, 3.826, -1.958], [-3.049, 4.042, -2.047], [-3.501, 5.312, -2.361], [-2.613, 6.363, -2.592], [-3.114, 7.729, -2.961], [-1.243, 6.107, -2.520], [-0.771, 4.842, -2.217], [4.687, -5.423, -1.893], [4.064, -6.212, -0.446], [5.469, -5.163, -0.327], [2.918, -3.959, -2.589], [1.442, -2.023, -2.148], [2.542, -2.159, 2.006], [4.042, -4.058, 1.542], [3.632, -0.257, -0.782], [4.935, 1.787, -1.285], [5.145, 4.233, -1.267], [4.219, 6.457, -0.724], [1.982, 6.644, 0.324], [0.664, 4.618, 0.811], [2.143, 1.984, 2.738], [1.946, 1.797, 5.161], [-0.277, 1.790, 6.253], [-2.322, 1.973, 4.896], [-3.408, 2.178, 2.716], [-3.264, 2.354, 0.261], [-3.743, 3.223, -1.913], [-4.566, 5.491, -2.442], [-4.174, 7.837, -2.742], [-2.974, 7.905, -4.029], [-2.568, 8.506, -2.427], [-0.543, 6.905, -2.734], [0.294, 4.637, -2.214], [-5.387, -2.332, -2.919], [-4.538, -2.447, -1.801], [-5.125, -3.130, -0.704], [-4.281, -0.985, -1.314], [-3.251, -2.977, -2.128], [-3.457, -2.900, 2.613], [-3.349, -2.016, 1.563], [-2.307, -2.077, 0.719], [-1.376, -3.020, 0.856], [-1.419, -3.961, 1.875], [-2.477, -3.867, 2.777], [-0.391, -4.997, 2.095], [0.302, -5.779, 1.261], [0.295, -5.893, -0.206], [0.949, -6.964, -0.803], [0.907, -7.042, -2.186], [0.268, -6.145, -2.930], [-0.349, -5.172, -2.266], [-0.357, -4.995, -0.951], [-4.305, -2.843, 3.280], [-4.099, -1.267, 1.355], [-0.601, -3.054, 0.108], [-2.543, -4.570, 3.598], [-0.232, -5.198, 3.150], [0.942, -6.510, 1.743], [1.455, -7.716, -0.213], [1.400, -7.849, -2.716], [-0.906, -4.452, -2.855]],
  "atomic_forces_ev_per_a": [[0.29, 0.16, 0.26], [-0.03, -0.01, -0.01], [-0.02, 0.03, -0.03], [0.04, 0.00, 0.02], [0.03, -0.01, -0.01], [-0.03, 0.00, -0.05], [0.02, 0.03, 0.04], [0.00, 0.00, 0.00], [0.09, 0.10, 0.07], [0.03, -0.10, -0.07], [-0.01, 0.02, 0.01], [-0.01, -0.01, 0.00], [0.00, 0.00, -0.01], [0.02, -0.01, -0.01], [0.01, 0.01, 0.00], [0.01, -0.02, 0.00], [0.00, -0.02, 0.00], [0.00, 0.01, 0.00], [-0.01, 0.01, 0.02], [-0.04, -0.03, 0.01], [-0.04, -0.01, -0.05], [-0.03, 0.00, -0.02], [0.01, 0.00, 0.04], [0.01, 0.00, -0.02], [-0.01, 0.00, 0.00], [0.00, 0.00, 0.01], [0.00, 0.02, -0.03], [0.00, 0.01, 0.03], [0.01, 0.01, -0.05], [0.09, -0.04, 0.02], [0.06, 0.06, 0.09], [-0.13, -0.20, -0.11], [-0.02, 0.01, -0.03], [-0.01, -0.03, 0.01], [0.01, 0.02, -0.01], [-0.01, 0.00, 0.00], [0.00, -0.01, 0.00], [0.01, -0.01, 0.00], [0.01, 0.01, 0.00], [0.00, 0.00, 0.00], [-0.01, -0.03, 0.01], [0.00, 0.00, 0.00], [-0.01, 0.00, -0.01], [-0.01, 0.00, 0.00], [-0.01, 0.00, 0.00], [0.00, -0.01, 0.00], [0.01, 0.00, 0.00], [0.00, 0.01, 0.00], [0.00, -0.01, 0.00], [-0.01, 0.01, 0.00], [0.01, 0.01, 0.00], [-0.01, 0.00, 0.00], [0.00, 0.00, -0.01], [0.00, 0.00, 0.00], [0.00, 0.00, 0.00], [0.00, 0.00, 0.00], [0.00, 0.00, -0.01], [-0.01, -0.01, 0.01], [0.01, 0.00, 0.01], [0.00, 0.00, 0.00], [0.00, 0.00, 0.00], [0.00, 0.00, 0.00], [0.00, 0.00, 0.00], [0.00, 0.00, 0.00], [0.00, 0.00, 0.00], [-0.05, -0.02, 0.01], [-0.30, 0.41, 0.12], [-0.01, -0.04, 0.03], [-0.16, -0.20, -0.14], [0.32, -0.11, -0.11], [0.03, -0.05, 0.00], [0.05, -0.08, -0.05], [-0.23, 0.07, -0.01], [0.04, -0.02, -0.08], [0.06, 0.02, 0.00], [-0.06, 0.04, 0.02], [-0.07, -0.06, 0.02], [0.05, 0.04, 0.01], [-0.08, -0.01, 0.00], [0.01, -0.02, -0.03], [0.05, -0.02, 0.05], [-0.05, 0.09, -0.03], [0.04, -0.10, 0.01], [0.01, 0.06, 0.00], [0.00, 0.01, 0.01], [0.00, 0.00, 0.01], [0.02, 0.00, 0.02], [0.00, 0.00, 0.00], [0.00, -0.02, 0.00], [0.04, 0.02, -0.01], [0.01, 0.00, -0.01], [0.00, 0.00, 0.00], [0.00, 0.01, -0.01]],
  "lowdin_charge": [1.143, -0.024, -0.243, -0.013, -0.061, -0.439, -0.066, -0.015, 1.088, -0.587, -0.226, 0.031, 0.088, -0.137, 0.078, 0.010, 0.014, 0.075, -0.103, -0.110, -0.193, -0.112, -0.014, -0.042, -0.040, -0.004, -0.137, 0.017, -0.050, -0.307, 1.079, -0.561, -0.383, -0.047, -0.003, -0.243, -0.030, -0.024, -0.086, 0.088, 0.086, 0.092, 0.128, 0.124, 0.122, 0.129, 0.128, 0.144, 0.141, 0.133, 0.133, 0.143, 0.118, 0.117, 0.119, 0.126, 0.132, 0.117, 0.118, 0.127, 0.085, 0.098, 0.088, 0.123, 0.101, -0.243, 0.706, -0.283, -0.476, -0.357, -0.010, -0.111, -0.055, -0.082, -0.163, 0.023, -0.025, -0.015, -0.267, -0.004, -0.107, 0.101, -0.182, 0.135, 0.124, 0.117, 0.080, 0.132, 0.117, 0.114, 0.117, 0.118, 0.112]
}

---

3.
{
  "formula": "C33H36Cl2N4O4RhS",
  "method": "wB97M-V/def2-TZVPD",
  "homo_lumo_gap_ev": [4.9, 4.7],
  "charge": 1,
  "homo_ev": [-10.717, -10.716],
  "total_energy_ha": -3227.83996,
  "lumo_ev": [-5.8, -6.0],
  "species": ["Rh", "C", "C", "C", "C", "C", "C", "C", "N", "C", "N", "C", "C", "C", "C", "C", "C", "C", "N", "C", "C", "C", "C", "C", "C", "C", "H", "H", "H", "H", "H", "H", "H", "H", "H", "H", "H", "H", "H", "H", "H", "H", "H", "H", "H", "H", "H", "H", "Cl", "C", "Cl", "H", "H", "C", "C", "C", "C", "C", "C", "C", "S", "O", "O", "N", "C", "C", "C", "O", "O", "H", "H", "H", "H", "H", "H", "H", "H", "H", "H", "H", "H"],
  "coordinates": [[1.646, 0.138, 0.168], [-2.359, -5.467, 0.367], [-2.831, -4.725, 1.581], [-3.719, -5.317, 2.468], [-4.148, -4.658, 3.607], [-3.732, -3.358, 3.842], [-2.867, -2.734, 2.960], [-2.386, -3.426, 1.853], [-1.492, -2.831, 0.932], [-0.456, -1.988, 1.133], [-0.076, -1.759, 2.406], [0.639, -0.685, 2.921], [1.248, 0.287, 2.124], [1.836, 1.401, 2.709], [1.891, 1.518, 4.086], [1.341, 0.520, 4.880], [0.699, -0.570, 4.326], [0.070, -1.604, 5.209], [0.212, -1.503, 0.110], [-0.160, -1.872, -1.189], [-0.897, -0.952, -1.979], [-1.320, -1.318, -3.265], [-0.905, -2.517, -3.799], [-0.083, -3.365, -3.058], [0.291, -3.069, -1.749], [1.192, -3.967, -0.962], [-2.825, -6.447, 0.324], [-1.278, -5.609, 0.396], [-2.611, -4.933, -0.551], [-4.074, -6.313, 2.255], [-4.811, -5.156, 4.297], [-4.094, -2.824, 4.707], [-2.607, -1.694, 3.095], [-1.684, -3.048, -0.038], [-0.574, -2.303, 3.102], [2.257, 2.187, 2.085], [2.372, 2.373, 4.537], [1.401, 0.607, 5.953], [0.303, -1.387, 6.245], [0.445, -2.601, 4.984], [-1.015, -1.601, 5.112], [-1.304, -0.075, -1.502], [-1.913, -0.615, -3.829], [-1.200, -2.793, -4.800], [0.300, -4.263, -3.518], [1.577, -4.771, -1.580], [0.674, -4.404, -0.110], [2.030, -3.396, -0.564], [1.072, 0.186, -2.583], [3.536, -0.144, -1.089], [3.900, -0.178, 0.600], [3.975, 0.710, -1.590], [3.742, -1.087, -1.578], [4.706, 5.603, -2.569], [3.288, 5.151, -2.705], [2.371, 5.927, -3.412], [1.070, 5.498, -3.606], [0.693, 4.266, -3.104], [1.576, 3.486, -2.387], [2.867, 3.936, -2.176], [-0.980, 3.704, -3.341], [-1.068, 2.272, -3.196], [-1.569, 4.284, -4.506], [-1.752, 4.451, -2.029], [-1.420, 4.005, -0.701], [-1.977, 2.613, -0.358], [-0.957, 1.620, 0.248], [-1.394, 0.678, 0.900], [0.252, 1.819, -0.045], [4.759, 6.676, -2.409], [5.240, 5.379, -3.492], [5.215, 5.095, -1.753], [2.689, 6.876, -3.817], [0.349, 6.084, -4.152], [1.247, 2.531, -2.013], [3.552, 3.337, -1.594], [-2.734, 4.598, -2.214], [-1.802, 4.743, 0.010], [-0.328, 3.986, -0.651], [-2.289, 2.127, -1.287], [-2.832, 2.651, 0.316]],
  "atomic_forces_ev_per_a": [[-3.66, 1.12, -2.64], [0.04, 0.02, 0.05], [0.14, 0.08, 0.04], [0.06, 0.13, -0.03], [-0.01, 0.03, 0.03], [0.01, -0.05, 0.08], [-0.04, 0.03, -0.16], [-0.20, -0.16, 0.55], [0.09, 0.14, -0.59], [0.20, 0.26, 0.47], [-0.45, -0.61, 0.10], [0.50, 0.71, -0.16], [0.60, -0.24, 0.49], [0.03, -0.06, -0.21], [-0.04, 0.01, 0.08], [0.12, 0.25, -0.20], [-0.03, 0.08, -0.35], [0.02, 0.06, -0.01], [0.70, 0.56, -0.67], [-0.52, 0.53, -0.08], [-1.09, -1.03, 0.33], [-0.09, 0.03, 0.22], [-0.04, 0.27, 0.12], [0.24, -0.03, 0.42], [0.28, -0.02, -0.55], [0.02, 0.02, -0.03], [-0.01, -0.03, -0.07], [0.05, -0.01, -0.08], [0.02, -0.05, -0.11], [-0.02, -0.15, 0.01], [-0.08, 0.01, 0.03], [-0.03, 0.08, 0.07], [0.01, 0.11, 0.04], [0.18, 0.11, 0.02], [0.04, 0.08, -0.22], [0.01, -0.09, 0.05], [-0.02, 0.06, 0.02], [-0.01, -0.02, 0.14], [0.00, -0.04, 0.12], [-0.03, -0.17, 0.02], [-0.13, -0.09, 0.00], [0.09, 0.06, -0.08], [-0.08, 0.00, -0.08], [0.01, -0.04, -0.09], [-0.06, -0.21, 0.01], [0.03, -0.10, -0.03], [-0.01, -0.08, 0.10], [0.12, -0.02, 0.06], [2.44, 0.39, 1.26], [-0.38, -0.12, 0.23], [1.19, -0.40, 0.60], [-0.52, 0.25, 0.06], [-0.54, -0.12, 0.07], [0.04, 0.02, -0.07], [-0.07, -0.07, 0.06], [-0.13, -0.09, 0.00], [0.04, 0.09, -0.10], [-0.50, -0.29, -0.06], [-0.01, -0.22, 0.09], [-0.15, 0.16, -0.15], [-1.08, 0.40, 0.95], [0.54, 0.10, 0.10], [0.21, 0.32, -0.15], [0.62, 0.09, -1.20], [0.02, -0.46, 0.24], [0.57, -0.09, 0.26], [-2.81, -0.34, 0.74], [0.10, 0.01, -0.07], [3.00, -1.59, -0.16], [0.07, 0.09, 0.04], [0.12, 0.03, -0.02], [0.04, -0.01, 0.07], [0.01, 0.13, -0.06], [-0.03, 0.16, -0.10], [0.01, 0.06, 0.04], [0.17, -0.07, 0.05], [-0.07, 0.00, -0.24], [0.22, -0.02, -0.10], [-0.14, 0.12, 0.25], [-0.02, 0.00, 0.16], [0.09, -0.04, -0.02]],
  "lowdin_charge": [0.888, -0.026, -0.203, -0.029, -0.063, -0.066, -0.034, -0.182, 0.180, -0.324, 0.167, -0.185, -0.200, -0.126, -0.064, -0.029, -0.197, -0.026, 0.079, -0.348, -0.207, -0.099, -0.053, -0.020, -0.232, -0.019, 0.086, 0.078, 0.088, 0.117, 0.111, 0.110, 0.120, 0.138, 0.110, 0.104, 0.112, 0.118, 0.088, 0.095, 0.082, 0.086, 0.117, 0.116, 0.115, 0.088, 0.068, 0.077, 0.505, -0.496, 0.741, 0.024, 0.032, -0.042, -0.263, -0.018, -0.031, -0.275, -0.099, -0.028, 0.675, -0.335, -0.277, -0.133, -0.217, -0.058, -0.640, 0.042, -0.078, 0.084, 0.092, 0.076, 0.120, 0.121, 0.001, 0.100, 0.115, 0.128, 0.103, 0.105, 0.124]
}